A molecular structure, C44H84CdF9O24 in a non-equilibrium geometry. Source: OMol25; level of theory: wB97M-V/def2-TZVPD.

Results
max |F| = 2.3 eV/A
HOMO energy = -10.673 eV
Kohn-Sham gap = 6.239 eV
net charge = +1

Each line ends with the Löwdin charge.
Geometry (Å):
1 Cd -1.211 -0.486 -4.938  1.5196
2 C 0.869 -1.824 -2.882  -0.4418
3 O 0.702 -0.654 -2.110  -0.0965
4 O -0.019 -1.758 -3.896  -0.2893
5 C 2.416 -1.940 -3.138  -0.5394
6 F 3.010 -0.778 -3.433  0.1279
7 F 3.031 -2.440 -2.047  0.1440
8 F 2.642 -2.825 -4.130  0.1361
9 C 0.681 -0.789 -0.691  -0.2097
10 C 0.177 0.515 -0.103  -0.0496
11 H -0.915 0.574 -0.096  0.0759
12 H 0.518 0.578 0.929  0.0503
13 H 0.477 1.419 -0.639  0.0529
14 H 1.686 -0.928 -0.289  0.1138
15 H -0.056 -1.550 -0.424  0.1183
16 H 0.672 -2.767 -2.355  0.1340
17 C -3.996 -4.169 2.119  -0.0845
18 O -3.398 -4.504 0.867  -0.1667
19 C -2.182 -3.859 0.617  -0.2338
20 C -0.994 -4.815 0.557  -0.2028
21 O -1.012 -5.773 -0.430  -0.0807
22 C -0.994 -5.357 -1.750  -0.2059
23 C -0.424 -6.376 -2.737  -0.1992
24 O 0.758 -6.881 -2.173  -0.1786
25 C 1.316 -8.005 -2.797  -0.1127
26 H -4.783 -4.913 2.222  0.0953
27 H -4.327 -3.153 2.343  0.0775
28 H -3.229 -4.387 2.877  0.0880
29 H -1.926 -3.015 1.266  0.1130
30 H -2.264 -3.365 -0.367  0.1085
31 H -0.843 -5.281 1.535  0.1363
32 H -0.100 -4.164 0.467  0.1255
33 H -0.446 -4.428 -1.963  0.1039
34 H -2.009 -5.108 -2.091  0.1229
35 H -0.294 -5.921 -3.726  0.1249
36 H -1.077 -7.251 -2.867  0.1259
37 H 1.588 -7.823 -3.843  0.0862
38 H 0.643 -8.867 -2.772  0.0894
39 H 2.240 -8.296 -2.302  0.0883
40 C 3.746 -0.967 2.083  -0.1048
41 O 4.395 -0.354 3.188  -0.1778
42 C 3.764 -0.571 4.429  -0.2174
43 C 4.790 -0.181 5.501  -0.1608
44 O 5.961 -0.948 5.296  -0.1325
45 C 6.080 -2.189 5.944  -0.1818
46 C 6.194 -2.242 7.487  -0.2082
47 O 6.659 -1.019 8.011  -0.1763
48 C 7.995 -1.041 8.442  -0.1126
49 H 3.931 -2.042 2.000  0.0919
50 H 4.294 -0.511 1.255  0.0905
51 H 2.671 -0.766 2.069  0.0657
52 H 3.455 -1.619 4.566  0.1248
53 H 2.814 -0.039 4.548  0.1027
54 H 4.306 -0.445 6.447  0.1287
55 H 5.010 0.879 5.421  0.1327
56 H 7.124 -2.396 5.683  0.1207
57 H 5.523 -2.974 5.422  0.1254
58 H 6.936 -3.045 7.583  0.1128
59 H 5.410 -2.607 8.154  0.1192
60 H 8.619 -1.294 7.567  0.0906
61 H 8.219 -1.795 9.201  0.0887
62 H 8.447 -0.086 8.704  0.0883
63 C -6.897 1.999 -3.197  -0.0833
64 O -5.975 3.095 -3.247  -0.2326
65 C -6.666 4.333 -3.094  -0.1805
66 C -5.678 5.426 -2.678  -0.1965
67 O -5.018 5.179 -1.468  -0.0901
68 C -3.894 4.334 -1.619  -0.2141
69 C -3.426 3.880 -0.265  -0.2018
70 O -2.289 3.052 -0.236  -0.1673
71 C -1.107 3.746 -0.589  -0.0944
72 H -7.477 1.745 -2.311  0.0996
73 H -6.287 1.110 -3.381  0.0601
74 H -7.491 2.135 -4.104  0.0979
75 H -7.386 4.228 -2.280  0.1349
76 H -7.018 4.638 -4.087  0.1353
77 H -6.242 6.359 -2.632  0.1345
78 H -5.021 5.578 -3.547  0.1285
79 H -3.193 4.856 -2.284  0.1282
80 H -4.132 3.425 -2.187  0.0931
81 H -4.265 3.380 0.227  0.1089
82 H -3.338 4.749 0.404  0.1451
83 H -0.767 4.497 0.127  0.1075
84 H -1.224 4.169 -1.592  0.0792
85 H -0.298 3.017 -0.671  0.0483
86 C -3.570 -2.977 -4.874  -0.0620
87 O -3.037 -1.728 -4.465  -0.2885
88 C -3.870 -1.036 -3.530  -0.1516
89 C -3.623 0.464 -3.446  -0.1240
90 O -2.232 0.819 -3.650  -0.2556
91 C -2.016 2.210 -3.877  -0.1351
92 C -0.555 2.449 -4.316  -0.1500
93 O 0.076 1.216 -4.608  -0.3126
94 C 1.435 1.348 -5.060  -0.0415
95 H -3.896 -3.509 -3.978  0.1034
96 H -2.906 -3.608 -5.461  0.1018
97 H -4.451 -2.892 -5.519  0.1012
98 H -3.797 -1.558 -2.572  0.1400
99 H -4.921 -1.124 -3.822  0.1381
100 H -3.815 0.867 -2.453  0.1164
101 H -4.233 0.949 -4.211  0.1265
102 H -2.099 2.684 -2.889  0.0956
103 H -2.827 2.687 -4.434  0.1415
104 H -0.081 3.058 -3.544  0.1305
105 H -0.570 3.069 -5.220  0.1360
106 H 1.606 2.127 -5.801  0.1041
107 H 1.724 0.373 -5.448  0.0906
108 H 2.059 1.530 -4.183  0.1014
109 C 5.646 -0.305 -5.003  -0.0579
110 C 6.666 -0.187 -3.910  -0.1859
111 O 7.443 1.003 -4.057  0.0516
112 C 7.224 2.091 -3.383  -0.4005
113 O 6.293 2.261 -2.635  0.1435
114 C 8.287 3.187 -3.533  -0.5595
115 F 7.831 4.271 -4.174  0.1646
116 F 8.627 3.595 -2.316  0.1825
117 F 9.346 2.758 -4.208  0.1797
118 H 4.742 0.220 -4.679  0.0532
119 H 5.336 -1.349 -5.061  0.0829
120 H 5.890 0.147 -5.960  0.0887
121 H 7.285 -1.085 -3.900  0.1304
122 H 6.229 -0.133 -2.910  0.1253
123 C -2.818 1.077 7.249  -0.0491
124 C -1.941 -0.193 7.195  -0.1731
125 O -1.109 -0.187 6.031  0.0519
126 C -1.645 -0.344 4.845  -0.4114
127 O -2.753 -0.723 4.603  0.1706
128 C -0.635 -0.026 3.761  -0.5242
129 F 0.630 -0.150 4.109  0.1785
130 F -0.846 -0.748 2.648  0.1433
131 F -0.788 1.257 3.330  0.1383
132 H -2.271 2.014 7.176  0.0836
133 H -3.393 1.070 8.174  0.0839
134 H -3.534 0.998 6.430  0.0680
135 H -2.615 -1.033 7.347  0.1285
136 H -1.239 -0.183 8.024  0.1256
137 C 2.641 3.677 -0.181  -0.0201
138 C 1.861 3.615 1.120  -0.3348
139 C 2.439 2.573 2.084  -0.0643
140 O 2.517 3.358 3.285  0.0911
141 C 2.179 4.636 3.078  -0.5707
142 O 2.163 5.458 3.944  0.1677
143 O 1.882 4.860 1.790  0.1010
144 H 2.719 2.714 -0.704  0.0810
145 H 3.726 3.835 -0.147  0.0991
146 H 2.245 4.434 -0.860  0.0835
147 H 0.789 3.459 0.953  0.1086
148 H 3.325 2.167 1.602  0.1324
149 H 1.678 1.802 2.180  0.0965
150 C -4.128 1.267 2.325  -0.0113
151 C -5.269 1.056 1.361  -0.3009
152 C -4.835 0.724 -0.052  -0.1353
153 O -5.591 -0.418 -0.373  0.0542
154 C -6.142 -0.961 0.751  -0.5431
155 O -6.480 -2.092 0.814  0.1841
156 O -6.032 -0.088 1.774  0.0980
157 H -3.639 2.240 2.256  0.0874
158 H -3.303 0.582 2.085  0.0767
159 H -4.349 0.970 3.349  0.0858
160 H -5.990 1.873 1.476  0.1595
161 H -3.756 0.629 -0.193  0.1241
162 H -5.117 1.599 -0.653  0.1127